No. 1
# C42H40Cl52NO4P

A molecular structure, C42H40Cl52NO4P at a distorted geometry (ωB97M-V/def2-TZVPD, the OMol25 dataset).

The geometry in XYZ format:
```
140
Properties=species:S:1:pos:R:3
C -2.525 -2.995 6.054
C -2.924 -2.200 5.072
C -3.099 -1.276 3.742
C -4.275 -0.186 3.971
C -4.650 0.648 2.607
C -3.365 1.333 1.910
O -3.301 1.201 0.461
C -3.062 -0.161 0.030
C -3.892 -0.331 -1.379
C -4.892 -1.628 -1.351
C -4.049 -2.993 -1.125
O -3.477 -3.512 -2.376
C -3.923 -4.884 -2.458
C -3.403 -6.085 -1.517
O -4.820 -5.134 -3.341
C -1.466 -0.502 -0.217
C -0.880 -1.492 0.897
C -0.399 -2.265 1.861
N -0.691 0.747 -0.464
C -0.363 0.893 -1.912
C 1.063 0.301 -2.373
C 1.288 -1.265 -2.063
C 0.337 -2.185 -3.008
C -0.490 -3.123 -3.437
C 0.461 0.956 0.449
C 1.257 2.363 0.259
C 2.847 2.054 0.477
C 3.386 1.432 1.853
C 4.940 1.098 2.036
C 6.019 1.351 0.900
C 5.486 1.962 -0.458
C 3.946 2.297 -0.632
P -3.545 3.227 2.250
C -1.969 4.160 1.760
O -4.818 3.719 1.159
H -2.486 -3.636 7.008
H -2.117 -0.689 3.606
H -3.320 -1.914 2.796
H -3.951 0.537 4.820
H -5.239 -0.749 4.298
H -5.441 1.441 2.931
H -5.152 -0.115 1.890
H -2.347 1.042 2.361
H -3.449 -0.977 0.741
H -4.598 0.583 -1.548
H -3.203 -0.448 -2.294
H -5.522 -1.714 -2.320
H -5.560 -1.471 -0.412
H -3.183 -2.871 -0.380
H -4.794 -3.785 -0.731
H -2.395 -6.535 -1.857
H -3.281 -5.773 -0.400
H -4.173 -6.942 -1.521
H -1.464 -1.112 -1.214
H 0.208 -3.018 2.496
H -1.183 0.491 -2.633
H -0.325 2.041 -2.128
H 1.968 0.927 -1.986
H 1.106 0.416 -3.534
H 2.374 -1.512 -2.412
H 1.240 -1.558 -0.954
H -1.025 -4.085 -3.800
H 0.063 0.990 1.547
H 1.284 0.126 0.392
H 0.939 3.078 1.119
H 1.040 2.917 -0.719
H 2.678 1.173 2.739
H 5.334 0.631 3.021
H 7.135 1.099 0.987
H 6.269 2.122 -1.295
H 3.608 2.722 -1.641
H -1.403 4.441 2.728
H -2.305 5.119 1.207
H -1.235 3.574 1.096
H -4.501 3.623 0.214
C 4.460 -3.354 -0.442
Cl 4.729 -1.605 -0.281
Cl 3.947 -3.725 -2.104
Cl 5.970 -4.221 -0.082
Cl 3.195 -3.867 0.697
C 0.189 -6.425 0.969
Cl -1.076 -7.644 1.253
Cl -0.440 -4.812 1.381
Cl 1.600 -6.786 1.987
Cl 0.668 -6.456 -0.742
C -6.388 7.419 1.104
Cl -7.620 6.162 1.349
Cl -7.064 9.009 1.532
Cl -4.982 7.077 2.136
Cl -5.884 7.430 -0.601
C -11.372 7.410 3.198
Cl -9.919 8.283 2.662
Cl -11.269 7.106 4.947
Cl -12.815 8.390 2.851
Cl -11.486 5.861 2.332
C 9.142 4.027 -0.576
Cl 8.761 3.204 0.953
Cl 8.667 2.990 -1.942
Cl 8.251 5.563 -0.660
Cl 10.888 4.348 -0.658
C -8.990 -0.599 0.567
Cl -9.178 -1.257 -1.074
Cl -8.363 -1.867 1.645
Cl -7.850 0.765 0.533
Cl -10.567 -0.039 1.166
C 7.128 6.984 -4.734
Cl 6.987 6.346 -6.388
Cl 7.803 5.730 -3.670
Cl 8.200 8.402 -4.734
Cl 5.518 7.457 -4.143
C 10.250 -5.028 0.172
Cl 8.991 -6.251 0.457
Cl 9.613 -3.417 0.574
Cl 11.661 -5.380 1.196
Cl 10.734 -5.063 -1.538
C 1.207 8.499 -4.032
Cl 0.393 8.311 -2.463
Cl 1.101 10.194 -4.556
Cl 2.917 8.033 -3.874
Cl 0.419 7.455 -5.237
C -4.961 -5.250 2.580
Cl -3.488 -4.434 2.011
Cl -4.849 -5.527 4.332
Cl -6.370 -4.224 2.229
Cl -5.139 -6.810 1.744
C 8.348 -4.088 -4.854
Cl 7.555 -4.230 -3.269
Cl 8.274 -2.400 -5.405
Cl 10.048 -4.591 -4.712
Cl 7.517 -5.132 -6.029
C -1.424 -5.049 10.019
Cl -1.976 -4.664 11.664
Cl -2.829 -5.173 8.937
Cl -0.342 -3.763 9.440
Cl -0.549 -6.597 10.034
C 9.944 -0.087 -8.741
Cl 10.172 -1.376 -7.538
Cl 9.626 1.452 -7.908
Cl 11.413 0.067 -9.731
Cl 8.564 -0.491 -9.787
```

The multiplicity is 1. The LUMO energy is -0.251 eV. The highest occupied orbital energy comes out at -8.5 eV. For the molecular weight, the calculation gives 2497.32 g mol⁻¹. The energy comes out at -714313.83279 eV.

Atom charges from the Mulliken analysis, given in e for atoms 1 to 6: -0.15, -0.16, 1.52, -0.91, -0.07, 0.88

No. 2
# C42H40FGeN3O6W

A molecular structure, C42H40FGeN3O6W (ωB97M-V/def2-TZVPD, the OMol25 dataset).

The geometry in XYZ format:
```
94
Properties=species:S:1:pos:R:3
W 0.090 -0.571 -0.381
O 0.197 -0.154 1.691
C -0.543 -1.042 2.723
C -1.451 -1.879 1.822
O -2.334 -2.583 2.138
O -1.079 -1.752 0.473
C 0.511 -1.920 3.372
C 0.277 -3.269 3.608
C 1.246 -4.039 4.243
C 2.441 -3.467 4.649
C 2.674 -2.114 4.422
C 1.714 -1.344 3.788
C -1.339 -0.129 3.612
C -0.881 0.215 4.883
C -1.630 1.067 5.683
C -2.844 1.559 5.230
C -3.314 1.205 3.970
C -2.567 0.366 3.163
H 0.165 0.756 2.028
H -0.659 -3.735 3.326
H 1.052 -5.087 4.432
H 3.184 -4.066 5.157
H 3.596 -1.657 4.759
H 1.901 -0.287 3.635
H 0.032 -0.208 5.277
H -1.275 1.317 6.673
H -3.439 2.194 5.872
H -4.282 1.553 3.635
H -2.969 0.062 2.202
C -2.585 5.825 -4.165
C -3.332 4.509 -4.067
N -2.764 3.618 -3.013
C -1.948 2.654 -3.386
C -1.337 1.774 -2.499
C -0.506 0.742 -3.112
O -0.176 0.621 -4.234
O -0.067 -0.223 -2.154
C -1.567 1.906 -1.122
O -1.027 1.123 -0.212
C -2.455 2.940 -0.713
C -2.787 3.138 0.643
C -3.647 4.120 1.012
F -3.902 4.244 2.321
C -4.266 5.020 0.087
C -3.930 4.807 -1.255
C -3.053 3.801 -1.659
N -5.131 6.010 0.478
C -5.492 7.124 -0.396
C -7.005 7.284 -0.491
N -7.626 7.209 0.895
C -6.593 7.334 1.977
C -5.582 6.200 1.874
H -3.040 6.437 -4.943
H -1.544 5.661 -4.442
H -2.606 6.389 -3.232
H -3.265 3.950 -4.998
H -4.393 4.625 -3.858
H -1.763 2.548 -4.448
H -2.366 2.510 1.417
H -4.367 5.426 -2.017
H -5.116 6.985 -1.403
H -5.026 8.043 -0.032
H -7.460 6.498 -1.088
H -7.262 8.248 -0.923
H -8.126 6.325 1.004
H -8.330 7.943 1.003
H -7.096 7.290 2.941
H -6.145 8.320 1.876
H -6.034 5.279 2.239
H -4.756 6.454 2.539
Ge 2.402 0.565 -0.277
C 1.853 -1.684 -0.296
C 1.474 -2.561 -1.352
C 1.918 -3.876 -1.312
C 2.784 -4.299 -0.307
C 3.190 -3.426 0.692
C 2.706 -2.128 0.723
C 3.455 1.059 -1.753
C 3.162 0.652 -3.063
C 4.015 1.003 -4.090
C 5.149 1.768 -3.820
C 5.440 2.182 -2.525
C 4.599 1.828 -1.484
H 2.962 0.843 1.112
H 0.891 -2.267 -2.210
H 1.627 -4.552 -2.105
H 3.143 -5.320 -0.303
H 3.846 -3.770 1.480
H 2.933 -1.506 1.578
H 2.290 0.048 -3.283
H 3.807 0.680 -5.101
H 5.816 2.039 -4.628
H 6.328 2.768 -2.328
H 4.842 2.138 -0.475
```

As for the energy above the lowest of the compared OMol25 structures with the same formula, charge and spin: 4.21 kcal per mole. The multiplicity is 1. The LUMO energy is -11.706 eV. The highest occupied orbital energy comes out at -17.8 eV. For the molecular weight, the calculation gives 958.25 g mol⁻¹. The energy comes out at -121981.17472 eV. As for the net charge: +4.

Atom charges from the Mulliken analysis, given in e for atoms 1 to 6: 1.62, 0.05, 3.64, -0.72, -0.41, -0.68

No. 3
# C42H40IN5O2P2RhS

A molecular structure, C42H40IN5O2P2RhS (ωB97M-V/def2-TZVPD, the OMol25 dataset).

The geometry in XYZ format:
```
94
Properties=species:S:1:pos:R:3
Rh -1.190 0.557 1.566
C 1.058 -4.581 2.685
C 0.588 -3.733 3.857
N -0.510 -2.833 3.510
C -0.535 -1.499 3.552
S -2.001 -0.683 3.679
N 0.687 -0.847 3.455
N 0.795 0.403 3.950
C 1.035 0.975 1.080
C 3.494 0.392 1.312
C 0.798 2.431 1.418
C 1.668 3.487 1.173
C 1.353 4.753 1.652
C 0.190 4.933 2.376
C -0.628 3.833 2.585
N -0.334 2.625 2.114
H 1.903 -5.204 2.985
H 1.369 -3.960 1.842
H 0.262 -5.242 2.337
H 1.396 -3.139 4.272
H 0.234 -4.379 4.662
H -1.431 -3.236 3.442
H 3.525 -0.187 0.389
H 4.313 0.057 1.940
H 3.683 1.435 1.044
H 2.601 3.322 0.655
H 2.024 5.585 1.471
H -0.082 5.900 2.778
H -1.544 3.914 3.159
C -0.161 2.159 -2.573
N -0.358 1.366 -1.339
P 0.863 0.546 -0.574
C 2.295 0.659 -1.691
C 2.789 -0.424 -2.416
C 3.924 -0.286 -3.205
C 4.582 0.932 -3.279
C 4.106 2.016 -2.553
C 2.978 1.875 -1.762
C 2.119 0.284 1.982
C 2.087 0.871 3.438
C 3.222 0.298 4.267
C 3.605 -1.012 4.083
C 2.960 -1.782 3.132
C 1.764 -1.170 2.451
P -1.893 1.178 -0.501
C -2.839 2.672 -0.906
C -3.395 2.922 -2.164
C -4.159 4.058 -2.375
C -4.394 4.945 -1.331
C -3.874 4.689 -0.072
C -3.103 3.554 0.140
C -2.729 -0.111 -1.484
C -2.416 -0.420 -2.807
C -3.106 -1.423 -3.477
C -4.112 -2.125 -2.831
C -4.429 -1.827 -1.510
C -3.737 -0.831 -0.839
H 0.737 2.762 -2.520
H -1.000 2.841 -2.675
H -0.103 1.535 -3.466
H 2.314 -1.390 -2.346
H 4.296 -1.140 -3.757
H 5.467 1.036 -3.895
H 4.616 2.971 -2.599
H 2.622 2.732 -1.203
H 2.101 1.956 3.479
H 3.712 0.934 4.993
H 4.436 -1.421 4.648
H 3.290 -2.780 2.872
H 1.342 -1.802 1.677
H -3.249 2.219 -2.975
H -4.586 4.246 -3.353
H -5.001 5.826 -1.499
H -4.080 5.364 0.750
H -2.725 3.327 1.124
H -1.624 0.111 -3.318
H -2.854 -1.661 -4.504
H -4.646 -2.910 -3.353
H -5.209 -2.379 -1.002
H -3.962 -0.618 0.199
I -1.961 -6.384 -4.564
C -1.410 -4.915 -3.196
C -0.481 -3.950 -3.563
C -0.128 -2.963 -2.660
C -0.697 -2.941 -1.389
C -1.631 -3.911 -1.033
C -1.986 -4.901 -1.932
C -0.378 -1.906 -0.386
O 0.647 -1.072 -0.765
O -0.915 -1.825 0.683
H -0.043 -3.964 -4.553
H 0.568 -2.194 -2.958
H -2.080 -3.874 -0.049
H -2.714 -5.652 -1.656
```

As for the energy above the lowest of the compared OMol25 structures with the same formula, charge and spin: 36.58 kcal per mole. The multiplicity is 5. The LUMO energy (alpha / beta) is -2.519 / -3.146 eV. The highest occupied orbital energy (alpha / beta) comes out at -9.3 / -10.0 eV. For the molecular weight, the calculation gives 970.64 g mol⁻¹. The energy comes out at -96263.83255 eV. As for the net charge: +1.

Atom charges from the Mulliken analysis, given in e for atoms 1 to 6: -1.22, -0.89, -0.37, -0.03, 0.06, -0.34